ORCA calculation (ωB97M-V/def2-TZVPD) on the molecule C18H22N4OS at a distorted geometry.

The value obtained for the total energy is -1391.565532 Ha. The HOMO-LUMO gap is 8.85 eV. As for the SMILES: CC(C)CNCc1ccccc1Cn1c(=S)[nH]c(=O)c2[nH]ccc21. As for the spin multiplicity: 1. For the LUMO energy, the calculation gives 0.611 eV. The relative energy (zero: lowest compared OMol25 entry of this formula, charge and spin) is 0.756 eV.

Structure (XYZ):
```
46
Properties=species:S:1:pos:R:3:forces:R:3:lowdin_charge:R:1
C -0.187899 1.137526 5.985779 0.5 0.9 -0.2 -0.093
C -0.151118 1.264680 4.451691 -0.4 -0.9 0.3 -0.413
C -1.034072 0.126990 3.907148 0.7 -0.2 -0.4 -0.084
C 1.296384 1.239025 3.891550 -1.1 0.3 -0.5 -0.193
N 1.265952 1.486304 2.426464 1.6 0.6 1.6 -0.041
C 2.542681 1.175727 1.745868 -0.8 0.4 -0.6 -0.175
C 2.391814 1.672697 0.311882 0.4 0.0 0.3 -0.160
C 2.737794 3.024644 0.104693 -0.5 -1.4 -0.5 -0.043
C 2.784872 3.497742 -1.178737 -0.2 1.1 -0.9 -0.104
C 2.469804 2.695001 -2.271477 0.2 -0.7 -0.6 -0.078
C 2.093386 1.365595 -2.052005 -0.6 0.0 0.5 -0.025
C 1.973202 0.829586 -0.750315 1.0 1.5 0.1 -0.135
C 1.526865 -0.589744 -0.470265 -1.2 0.3 0.6 -0.134
N 0.613232 -1.122601 -1.493691 -0.1 -0.4 -0.5 -0.035
C 1.088520 -1.951401 -2.491218 1.5 0.3 0.5 -0.781
S 2.631162 -2.509458 -2.470141 0.9 -0.5 0.0 0.683
N 0.331447 -2.265883 -3.586213 -0.9 1.5 2.6 0.124
C -0.934056 -1.788203 -3.695455 -3.0 0.3 -1.4 -0.398
O -1.565467 -2.032876 -4.712734 -0.2 0.1 0.1 0.063
C -1.499253 -1.005853 -2.572002 -0.2 0.3 0.4 -0.105
N -2.737946 -0.375051 -2.347912 -0.9 0.1 -0.3 0.082
C -2.693779 0.336064 -1.129993 0.1 -0.3 -0.9 -0.084
C -1.447749 0.202937 -0.582301 1.2 -1.1 -0.8 0.004
C -0.719155 -0.688504 -1.508764 0.5 1.2 1.2 -0.147
H -1.217596 1.141669 6.374543 0.4 0.2 -0.2 0.080
H 0.385525 1.986985 6.398061 -0.4 -0.3 0.2 0.078
H 0.290746 0.223298 6.335244 0.0 -0.1 -0.1 0.076
H -0.649437 2.203933 4.158731 0.4 -0.1 0.1 0.136
H -2.059465 0.268617 4.210534 -0.4 0.1 0.0 0.073
H -0.738290 -0.875381 4.244010 0.2 0.3 0.3 0.087
H -0.980745 0.061432 2.821794 -0.3 0.1 -0.2 0.044
H 1.746699 0.254049 4.088221 0.1 0.2 0.3 0.122
H 1.844634 2.055157 4.394750 0.1 -0.5 -0.3 0.122
H 0.533533 0.947748 2.036484 -0.6 -0.6 -0.6 0.039
H 3.401062 1.702575 2.217336 -0.8 -0.2 -0.1 0.129
H 2.790114 0.109790 1.724923 0.0 -0.2 0.3 0.109
H 2.930075 3.691056 0.929855 0.2 -0.1 0.2 0.113
H 3.019771 4.549681 -1.351793 0.1 -0.3 0.0 0.105
H 2.562055 3.054216 -3.327187 -0.2 -0.2 1.2 0.118
H 1.809641 0.737322 -2.889980 0.1 0.1 0.0 0.105
H 2.359951 -1.246905 -0.331364 0.4 -0.5 -0.3 0.065
H 0.961331 -0.638573 0.484964 0.2 0.2 -0.5 0.126
H 0.690524 -2.834423 -4.322986 0.4 -0.3 -0.3 0.142
H -3.552060 -0.422069 -3.003401 1.3 0.0 1.1 0.179
H -3.504572 0.945703 -0.677130 0.5 -0.8 -1.0 0.130
H -1.057978 0.701314 0.314681 -0.3 -0.4 -0.6 0.096
```
Forces are in eV/Å.


ORCA calculation (ωB97M-V/def2-TZVPD) on the molecule C18H22N8O at a distorted geometry.

The value obtained for the total energy is -1212.226038 Ha. The HOMO-LUMO gap is 8.06 eV. As for the SMILES: CN(C(=O)CC1=N[C@@H]2C=C(c3cnn(C)c3)N=C[C@@H]2N1)[C@@H]1CCN(C#N)C1. As for the spin multiplicity: 1. For the LUMO energy, the calculation gives -0.139 eV. The relative energy (zero: lowest compared OMol25 entry of this formula, charge and spin) is 1.913 eV.

Structure (XYZ):
```
49
Properties=species:S:1:pos:R:3:forces:R:3:lowdin_charge:R:1
C 2.393383 -0.608068 3.386086 -1.8 -2.2 -2.2 -0.051
N 1.209732 -0.001893 3.975739 -0.6 3.2 2.3 -0.056
C -0.115084 0.118417 3.486708 0.8 0.0 0.0 -0.426
O -1.014825 0.834212 3.944295 1.9 -0.6 0.1 0.059
C -0.469223 -0.773569 2.320286 -0.2 -1.8 0.0 -0.025
C -0.545994 -0.143609 0.944768 -0.6 -3.6 -2.6 -0.390
N -1.135288 -0.712632 -0.044883 -0.9 -1.0 -0.1 0.139
C -1.197400 0.208775 -1.246935 -0.7 0.3 0.7 -0.246
C -0.918299 -0.298724 -2.668468 2.4 -0.2 -0.3 0.036
C 0.222408 0.011151 -3.425338 -4.1 -0.7 -0.2 -0.227
C 0.323301 -0.387604 -4.889796 -1.7 -0.8 0.0 -0.156
C -0.643910 -1.163126 -5.667112 -0.1 -0.5 0.5 -0.113
N -0.274218 -1.344183 -6.923800 0.6 1.1 0.4 0.070
N 0.884463 -0.628018 -7.066803 -0.5 0.4 3.3 -0.219
C 1.495484 -0.436310 -8.322697 1.4 0.8 -1.1 -0.065
C 1.241150 -0.046339 -5.842757 0.4 0.4 -0.2 -0.030
N 1.153738 0.915108 -2.936327 0.1 1.1 3.4 0.103
C 0.921160 1.399981 -1.733647 1.8 0.7 -0.8 -0.052
C -0.286756 1.341412 -0.780180 0.6 -0.9 -1.6 -0.207
N 0.085423 1.000612 0.623617 1.2 1.9 -0.7 0.107
C 1.532015 0.894632 5.165716 -1.8 0.5 -0.4 -0.180
C 0.722946 0.508285 6.455060 1.4 1.1 -0.2 -0.121
C 0.314177 1.849758 7.012319 -2.8 0.9 2.2 -0.162
N 0.754742 2.961689 6.151572 0.6 0.9 1.9 -0.117
C 1.229208 4.131661 6.685452 0.0 0.0 0.3 -0.264
N 1.597316 5.138930 7.159572 -0.6 -1.8 -0.9 0.128
C 1.269920 2.459689 4.933858 2.0 0.0 -2.1 -0.131
H 2.285809 -1.711065 3.624284 0.7 1.0 -0.6 0.105
H 3.352193 -0.265072 3.747209 -0.2 0.5 0.3 0.080
H 2.332537 -0.452836 2.261107 0.4 -0.4 1.3 0.105
H 0.088288 -1.764946 2.365450 -0.1 1.4 -0.6 0.145
H -1.492040 -1.123842 2.513114 0.1 0.3 0.1 0.131
H -2.254352 0.590559 -1.340430 0.7 -0.5 0.5 0.147
H -1.677004 -0.977327 -3.030163 0.1 -0.1 -0.2 0.093
H -1.617371 -1.614384 -5.370233 1.1 0.4 0.0 0.113
H 2.379914 0.299423 -8.180106 -1.1 -1.9 -0.4 0.124
H 1.643960 -1.399555 -8.854500 0.8 0.5 0.7 0.094
H 0.853855 0.066342 -9.023140 -0.7 0.6 -0.1 0.067
H 2.044660 0.673537 -5.571871 -0.3 -0.9 -1.1 0.134
H 1.703558 2.060505 -1.279302 -0.3 -0.6 -0.8 0.116
H -0.783648 2.302100 -0.871747 0.1 0.3 0.3 0.149
H -0.354100 1.568758 1.285662 0.0 2.7 1.1 0.106
H 2.589240 0.936977 5.480681 -0.4 -1.0 -0.8 0.140
H -0.152386 -0.128353 6.423287 0.2 -0.2 -0.8 0.112
H 1.443877 0.108974 7.166852 -0.1 -0.5 -0.1 0.104
H -0.839944 1.912304 7.003136 1.7 -0.2 0.4 0.142
H 0.691993 1.912930 8.084923 -0.6 0.5 -1.4 0.138
H 2.280579 2.930965 4.731877 -0.9 -0.5 0.2 0.133
H 0.660486 2.773443 4.067277 0.0 -0.8 0.4 0.117
```
Forces are in eV/Å.


ORCA calculation (ωB97M-V/def2-TZVPD) on C18H22NO4SV as an isolated structure at a distorted geometry.

The value obtained for the total energy is -2396.889821 Ha. The HOMO-LUMO gap (spin up / spin down) is 8.06 / 7.43 eV. As for the spin multiplicity: 3. For the LUMO energy (spin up / spin down), the calculation gives -0.114 / -0.506 eV.

Structure (XYZ):
```
47
Properties=species:S:1:pos:R:3:forces:R:3:lowdin_spin:R:1
V 0.115407 -1.328003 -0.431689 -0.2 0.2 -1.1 2.225
C -0.641160 -4.217380 2.034264 -0.3 -0.4 0.2 -0.001
C 0.395420 -3.198617 1.684350 -0.5 -0.2 -0.1 -0.002
C 1.414176 -3.502183 0.791909 -0.1 -0.1 -0.3 0.005
C 2.430441 -2.597320 0.522188 0.1 0.0 -0.4 0.007
C 3.540323 -2.949854 -0.409801 0.4 -0.2 -0.2 0.002
C 2.401753 -1.361237 1.147909 0.0 0.2 -0.2 0.001
C 1.389883 -1.020459 2.030661 -0.1 0.4 -0.1 0.004
C 1.390570 0.309111 2.706714 0.1 0.4 0.4 0.002
C 0.386563 -1.945584 2.281380 -0.4 0.1 0.0 0.001
H -1.515802 -4.169951 1.377504 0.2 0.1 0.0 -0.002
H -0.989043 -4.080277 3.060093 0.0 0.1 -0.1 0.000
H -0.230570 -5.226855 1.967210 0.0 0.1 -0.1 0.000
H 1.446794 -4.480878 0.343553 0.0 -0.2 -0.1 0.001
H 3.304155 -2.681116 -1.440659 0.0 0.1 0.0 0.001
H 3.752660 -4.017887 -0.383785 -0.1 0.0 0.0 0.000
H 4.461101 -2.435654 -0.136942 0.0 0.1 0.0 0.000
H 3.192885 -0.658563 0.959170 0.2 0.2 -0.1 0.000
H 0.857218 1.060569 2.122469 0.0 0.0 0.0 0.001
H 2.406193 0.669735 2.861817 0.0 0.0 -0.1 0.000
H 0.919312 0.253208 3.687847 -0.1 0.0 0.0 0.000
H -0.383287 -1.708008 2.995782 -0.2 0.1 0.1 0.001
C -0.995083 5.534762 0.411725 0.0 0.3 0.0 0.000
C -1.366613 4.168271 -0.075479 -0.2 -0.3 -0.3 0.001
C -2.176292 3.999303 -1.209166 0.3 -0.5 0.4 0.000
C -2.493420 2.718554 -1.669694 0.3 -0.1 0.2 0.000
C -1.996774 1.605710 -0.992847 0.3 -0.2 -0.3 0.001
C -1.196579 1.755496 0.139232 -0.1 0.7 -0.5 0.012
C -0.882995 3.035720 0.596660 -0.2 -0.5 -0.4 0.001
S -2.376513 -0.076933 -1.564701 -3.3 2.2 -0.9 -0.003
O -2.943325 -0.671550 -0.349239 0.7 -0.3 -0.5 -0.071
O -3.381558 0.145930 -2.609721 1.5 -0.5 0.4 -0.001
N -1.005206 -0.733953 -2.055260 -3.6 -0.8 0.2 -0.060
C -0.488071 -0.181436 -3.315152 0.7 -0.2 1.1 -0.004
C 0.886352 0.199594 -2.812707 1.5 1.4 -4.7 0.007
O 1.710190 0.657365 -3.655263 -1.4 -1.0 2.8 0.005
O 1.003690 -0.028467 -1.575013 3.3 0.1 2.2 0.015
H -1.380087 6.316682 -0.251132 0.0 -0.2 0.1 0.000
H 0.094143 5.639475 0.451632 -0.1 0.0 0.1 0.000
H -1.409206 5.704279 1.410671 0.2 0.1 -0.1 0.000
H -2.548443 4.858000 -1.758519 0.1 0.0 0.1 0.000
H -3.097985 2.581435 -2.560190 0.0 -0.1 0.2 0.000
H -0.786591 0.869252 0.617834 -0.1 0.1 0.2 0.008
H -0.231437 3.134313 1.459164 -0.1 0.2 0.0 0.000
H -0.989819 0.705461 -3.713327 -0.2 -0.2 0.2 -0.002
H -0.406415 -0.936626 -4.102136 -0.2 0.1 0.2 -0.001
H -1.586955 -1.713436 -0.589317 1.8 -1.3 1.5 -0.158
```
Forces are in eV/Å.


ORCA calculation (ωB97M-V/def2-TZVPD) on C18H23AlN2O2 as an isolated structure.

The value obtained for the total energy is -1202.135224 Ha. The HOMO-LUMO gap is 6.65 eV. As for the spin multiplicity: 1. For the LUMO energy, the calculation gives -1.090 eV.

Structure (XYZ):
```
46
Properties=species:S:1:pos:R:3:forces:R:3:lowdin_charge:R:1
O 0.960648 1.055547 4.942933 0.3 -0.2 0.0 0.083
C 0.319535 0.317808 4.285555 -0.3 0.0 0.1 -0.495
N -0.352366 -0.443947 3.640486 0.0 0.5 -0.3 0.095
Al -2.020444 0.110741 2.909434 -0.5 -0.7 0.4 0.293
C -2.929382 -1.282515 1.790401 0.5 0.2 -0.4 -0.251
C -2.150079 -2.009473 0.661812 -0.4 -0.2 0.4 -0.258
C -0.641754 -1.794810 0.684307 0.2 -0.3 -0.4 -0.186
C 0.069463 -2.292977 -0.550828 0.0 -0.1 -0.1 -0.220
C 1.136819 -3.186737 -0.468439 0.0 0.1 -0.1 -0.038
C 1.802093 -3.615418 -1.611533 -0.1 0.0 -0.1 -0.092
C 1.410782 -3.161321 -2.864979 -0.1 0.1 0.1 -0.105
C 0.355736 -2.261500 -2.964292 -0.1 0.0 0.3 -0.097
C -0.303599 -1.838901 -1.816854 0.1 0.0 0.0 -0.061
C -1.782349 1.839390 1.786195 0.3 0.8 -0.4 -0.126
C -0.412349 2.093350 1.418145 -0.1 0.0 0.1 -0.490
O 0.436601 2.647640 2.116162 0.2 0.3 0.0 0.029
C 0.119263 1.658487 0.076221 -0.2 -0.6 -0.2 -0.223
C 1.327032 0.945942 0.052198 0.0 0.0 -0.2 -0.051
C 1.941310 0.647519 -1.156717 0.0 0.2 -0.1 -0.067
C 1.381576 1.108104 -2.346440 -0.2 0.1 0.0 -0.100
C 0.168297 1.790668 -2.327868 0.0 0.1 0.0 -0.087
C -0.485029 2.034639 -1.122878 0.3 0.0 0.2 -0.035
H -2.987561 0.510817 4.132550 0.1 0.1 -0.1 -0.061
H -3.396356 -2.018338 2.446457 0.0 0.0 0.1 0.039
H -3.762737 -0.750559 1.317917 -0.1 0.0 0.1 0.038
H -2.566535 -1.738033 -0.309447 0.1 0.1 -0.1 0.089
H -2.312406 -3.087265 0.751189 0.0 -0.1 -0.1 0.106
H -0.406558 -0.734665 0.778368 -0.1 0.0 0.2 0.070
H -0.222269 -2.305142 1.549933 0.0 0.2 0.2 0.111
H 1.461692 -3.545485 0.499936 -0.1 0.0 0.1 0.110
H 2.623588 -4.315444 -1.535891 0.0 0.0 0.1 0.098
H 1.914144 -3.509328 -3.756445 0.1 0.0 0.0 0.094
H 0.034580 -1.884095 -3.926178 0.0 0.0 -0.1 0.098
H -1.116579 -1.127039 -1.894128 0.0 0.0 -0.1 0.108
H -2.444500 1.820540 0.920200 0.0 -0.4 0.0 0.067
H -2.099105 2.645336 2.449316 -0.1 -0.2 0.3 0.077
H 1.773694 0.641877 0.989747 0.0 0.0 0.1 0.138
H 2.865881 0.087723 -1.186876 0.0 -0.1 0.1 0.116
H 1.868104 0.925561 -3.294568 0.0 -0.1 0.0 0.107
H -0.275322 2.146519 -3.248244 0.0 -0.1 -0.1 0.106
H -1.425011 2.568741 -1.089974 -0.1 0.0 -0.1 0.121
N 2.030661 3.871468 -0.549680 0.1 0.2 0.1 0.319
H 1.416225 3.097826 -0.205028 0.1 0.0 0.1 0.079
H 1.587432 4.766821 -0.351005 0.0 0.0 0.0 0.156
H 2.926444 3.818262 -0.067798 0.0 0.0 0.1 0.157
H 2.160690 3.751667 -1.553379 0.0 -0.1 0.0 0.138
```
Forces are in eV/Å.


ORCA calculation (ωB97M-V/def2-TZVPD) on C18H23As2BF2N3OReS as an isolated structure at a distorted geometry.

The value obtained for the total energy is -6111.684320 Ha. The HOMO-LUMO gap (spin up / spin down) is 6.05 / 6.39 eV. As for the spin multiplicity: 2. For the LUMO energy (spin up / spin down), the calculation gives -4.528 / -4.309 eV. The charge is +1.

Structure (XYZ):
```
52
Properties=species:S:1:pos:R:3:forces:R:3:lowdin_spin:R:1
Re -0.595869 -0.306362 -0.284728 -0.5 -0.6 -0.3 0.815
N -2.909165 -2.389984 2.842102 -0.2 0.0 0.2 -0.008
C -2.037298 -1.937183 1.937510 1.1 0.0 -0.6 0.002
S -2.151739 -0.217033 1.513046 0.5 0.4 -1.4 0.014
N -1.152577 -2.706104 1.405390 -1.0 -1.2 1.3 0.002
N -0.356193 -2.202065 0.438592 1.6 -0.1 -0.9 -0.007
C 0.638304 -2.983111 0.078313 -1.0 0.0 0.9 0.032
C 1.543000 -2.796187 -0.993248 0.4 0.9 -1.1 0.005
C 2.565323 -3.750819 -1.172973 -0.2 0.1 0.1 0.007
C 3.419443 -3.701865 -2.241654 0.1 0.1 -0.2 -0.003
C 3.271497 -2.696149 -3.203529 0.0 -0.2 0.3 0.012
C 2.289843 -1.746245 -3.074741 -0.6 0.4 0.4 -0.005
C 1.417913 -1.741268 -1.962706 1.9 -2.5 0.1 0.021
O 0.531444 -0.812797 -1.854122 -2.8 2.1 1.3 0.062
H -3.565119 -1.766355 3.276725 0.0 -0.1 0.0 0.000
H -2.875273 -3.355012 3.122648 0.0 0.0 0.0 0.000
H 0.740700 -3.896172 0.657457 -0.1 -0.1 0.0 0.001
H 2.670684 -4.531379 -0.436720 0.0 -0.2 0.1 0.000
H 4.202918 -4.432852 -2.351559 0.1 -0.1 0.0 0.000
H 3.945150 -2.657132 -4.046205 0.0 0.0 -0.1 0.001
H 2.182399 -0.952103 -3.800962 0.0 0.0 0.0 0.000
C -2.878194 2.689034 -0.703230 0.0 -0.2 0.0 -0.001
As -1.128743 1.935603 -1.173612 -0.3 1.3 -0.3 0.030
C -1.351098 1.818510 -3.114154 0.1 -0.1 0.0 0.024
C 0.043813 3.479795 -0.834296 -0.1 -0.3 -0.2 -0.003
C 0.103217 4.472967 -1.806138 -0.2 -0.2 0.0 -0.001
C 0.889137 5.598584 -1.632768 0.0 0.0 0.0 0.000
C 1.630173 5.747908 -0.472879 0.0 0.0 0.0 0.000
C 1.581482 4.766371 0.503243 0.0 -0.2 0.3 0.000
C 0.796599 3.627940 0.336725 0.0 -0.2 0.1 -0.001
As 0.772348 2.270688 1.744655 0.0 1.3 0.6 0.005
C 2.315825 2.602595 2.902625 0.0 -0.1 -0.1 0.003
C -0.713434 2.880450 2.875523 0.1 -0.4 -0.2 0.000
H -3.132799 3.505955 -1.382259 0.1 -0.1 0.1 0.000
H -2.893864 3.063562 0.321223 0.1 -0.1 -0.1 0.000
H -3.627333 1.897587 -0.793380 0.1 0.1 0.0 0.000
H -1.757647 2.724746 -3.569388 0.1 0.0 0.2 0.002
H -2.062567 1.003801 -3.286346 0.1 0.1 0.0 0.000
H -0.401167 1.553864 -3.582254 -0.1 0.0 0.1 0.000
H -0.481159 4.359864 -2.712179 0.1 0.1 0.0 0.000
H 0.915677 6.355459 -2.400742 0.0 0.1 -0.1 0.000
H 2.243228 6.624979 -0.330160 0.1 0.0 0.0 0.000
H 2.168402 4.882345 1.409447 0.0 0.0 -0.1 0.000
H 2.333167 1.791087 3.638864 -0.1 0.1 -0.2 0.000
H 2.263640 3.557844 3.432184 -0.1 -0.1 -0.2 0.000
H 3.232635 2.541987 2.310287 -0.2 0.0 0.1 0.000
H -0.598705 3.948358 3.069838 0.1 -0.1 -0.1 0.000
H -0.691729 2.332698 3.817978 0.0 0.0 -0.1 0.000
H -1.661667 2.692543 2.372806 0.0 0.0 0.1 0.000
F 1.724513 -0.435163 1.649486 0.2 -0.4 0.7 -0.002
B 1.161849 0.417038 0.770640 -0.1 0.0 -0.4 -0.003
F 2.037270 0.831826 -0.198417 0.5 0.3 -0.2 -0.004
```
Forces are in eV/Å.